# 1
# C22H61N5O6

A cluster of 6 separate species, C22H61N5O6 in total at a distorted geometry (ωB97M-V/def2-TZVPD, OMol25).

Positions of all 94 atoms, in Å:
C1 -5.977 -5.466 2.183
O1 -4.840 -4.714 2.646
C2 -3.816 -4.506 1.730
C3 -2.805 -5.734 1.711
C4 -2.069 -5.910 3.013
N1 -1.759 -5.635 0.696
H1 -6.535 -5.034 1.352
H2 -6.653 -5.592 3.029
H3 -5.655 -6.479 1.942
H4 -4.170 -4.267 0.728
H5 -3.181 -3.646 1.946
H6 -3.346 -6.608 1.348
H7 -1.404 -5.076 3.239
H8 -1.441 -6.797 3.093
H9 -2.827 -6.028 3.787
H10 -1.207 -4.793 0.778
H11 -2.222 -5.441 -0.181
C5 3.638 -3.017 -5.358
O2 2.865 -4.107 -5.811
C6 3.494 -5.364 -5.718
C7 3.360 -6.095 -7.099
C8 1.927 -6.345 -7.541
N2 3.971 -7.396 -7.129
H12 4.457 -2.820 -6.050
H13 4.117 -3.137 -4.386
H14 3.112 -2.064 -5.416
H15 4.510 -5.449 -5.333
H16 2.917 -6.040 -5.087
H17 3.927 -5.644 -7.914
H18 1.547 -7.048 -6.800
H19 1.908 -6.857 -8.503
H20 1.337 -5.431 -7.477
H21 4.926 -7.316 -6.812
H22 3.479 -7.983 -6.470
C9 -3.946 2.928 -1.402
O3 -4.777 3.239 -0.273
C10 -4.442 2.574 0.917
C11 -4.907 3.555 2.019
C12 -4.084 4.866 1.961
N3 -4.724 3.019 3.351
H23 -2.952 3.233 -1.075
H24 -4.210 3.385 -2.356
H25 -3.807 1.854 -1.526
H26 -4.802 1.545 0.922
H27 -3.357 2.522 1.014
H28 -5.974 3.753 1.922
H29 -4.423 5.562 2.728
H30 -4.234 5.377 1.010
H31 -3.010 4.754 2.107
H32 -5.124 3.745 3.927
H33 -5.334 2.238 3.548
C13 1.024 7.085 -2.289
O4 1.575 6.227 -3.267
C14 3.026 6.321 -3.377
C15 3.565 5.203 -4.281
C16 5.114 5.335 -4.541
N4 2.918 5.400 -5.609
H34 1.459 6.931 -1.302
H35 -0.058 6.995 -2.192
H36 1.189 8.124 -2.575
H37 3.350 7.306 -3.711
H38 3.446 6.285 -2.372
H39 3.358 4.197 -3.917
H40 5.551 4.519 -5.116
H41 5.504 5.403 -3.526
H42 5.450 6.192 -5.124
H43 1.916 5.421 -5.486
H44 3.161 6.345 -5.870
C17 1.576 3.619 7.713
O5 1.303 2.288 7.688
C18 0.641 1.812 6.511
C19 0.041 0.378 6.615
C20 1.006 -0.677 6.805
N5 -0.862 0.203 5.499
H45 1.879 3.804 8.744
H46 0.809 4.287 7.321
H47 2.415 3.752 7.031
H48 -0.196 2.469 6.276
H49 1.373 1.878 5.706
H50 -0.527 0.338 7.544
H51 1.582 -0.605 7.727
H52 1.696 -0.750 5.964
H53 0.490 -1.636 6.847
H54 -1.513 -0.553 5.659
H55 -1.498 0.986 5.530
C21 1.850 0.814 0.119
C22 2.229 -0.392 1.013
O6 1.059 -1.109 1.257
H56 1.116 1.534 0.480
H57 1.483 0.431 -0.833
H58 2.769 1.359 -0.098
H59 2.681 -0.067 1.950
H60 2.968 -1.051 0.557
H61 0.608 -0.708 2.004

As for the charge: 0. As for the energy relative to the best compared isomer or geometry (same formula, charge and spin): 240.35 kJ/mol. The calculation puts the HOMO-LUMO gap at 9.29 eV. The largest force on an atom is 3.56 eV/Å. As for the SMILES: COC[C@H](C)N.COC[C@H](C)N.COC[C@H](C)N.COC[C@H](C)N.COC[C@H](C)N.CCO. The multiplicity is 1.

Here are the Mulliken charges for atoms 1 to 4, given in e:
1. C -0.714
2. O -0.338
3. C -0.665
4. C 0.522

---

# 2
# C22H62N4O10

A cluster of 7 separate species, C22H62N4O10 in total at a distorted geometry (ωB97M-V/def2-TZVPD, OMol25).

Positions of all 98 atoms, in Å:
C1 -1.167 -0.693 4.982
O1 -1.527 0.658 4.841
C2 -2.745 0.777 4.194
C3 -3.233 2.207 4.288
C4 -3.908 2.451 5.598
N1 -4.234 2.402 3.226
H1 -0.062 -0.708 4.967
H2 -1.461 -1.294 4.104
H3 -1.565 -1.094 5.914
H4 -2.693 0.484 3.134
H5 -3.557 0.162 4.549
H6 -2.344 2.900 4.225
H7 -3.136 2.450 6.383
H8 -4.617 1.694 5.801
H9 -4.324 3.475 5.598
H10 -4.905 3.111 3.537
H11 -3.856 2.671 2.363
C5 -2.045 -4.090 -2.445
O2 -2.459 -2.746 -2.473
C6 -1.570 -1.982 -3.237
C7 -2.020 -0.504 -3.301
C8 -1.062 0.228 -4.244
N2 -2.058 0.224 -2.006
H12 -2.239 -4.521 -3.397
H13 -2.612 -4.769 -1.784
H14 -0.983 -4.044 -2.256
H15 -0.616 -2.241 -2.900
H16 -1.631 -2.229 -4.328
H17 -3.052 -0.386 -3.605
H18 -0.034 0.173 -3.917
H19 -1.374 1.271 -4.423
H20 -1.084 -0.237 -5.244
H21 -2.856 -0.065 -1.475
H22 -1.158 0.048 -1.510
C9 2.103 -0.960 -5.394
O3 3.258 -1.427 -4.770
C10 3.578 -0.905 -3.501
C11 4.582 0.301 -3.652
C12 5.929 -0.411 -4.129
N3 4.748 1.123 -2.422
H23 2.088 -1.389 -6.404
H24 1.947 0.140 -5.567
H25 1.313 -1.410 -4.837
H26 2.741 -0.566 -2.957
H27 4.064 -1.736 -2.942
H28 4.168 0.917 -4.474
H29 6.295 -0.976 -3.249
H30 6.651 0.260 -4.638
H31 5.544 -1.088 -4.912
H32 5.587 1.687 -2.591
H33 3.982 1.737 -2.253
C13 1.292 2.076 2.325
O4 0.537 2.340 1.152
C14 -0.876 2.450 1.415
C15 -1.467 3.381 0.419
C16 -1.373 4.849 0.886
N4 -2.938 3.085 0.282
H34 2.248 1.626 2.074
H35 0.745 1.443 3.024
H36 1.543 3.057 2.771
H37 -1.376 1.491 1.478
H38 -1.058 2.880 2.371
H39 -0.985 3.310 -0.522
H40 -0.329 5.219 0.956
H41 -1.838 4.885 1.894
H42 -1.882 5.488 0.161
H43 -3.013 2.179 -0.190
H44 -3.353 3.841 -0.279
O5 7.628 -1.537 1.679
C17 6.271 -1.966 1.771
C18 5.582 -1.831 0.342
O6 6.045 -0.662 -0.255
H45 7.546 -0.577 1.403
H46 6.243 -2.906 2.202
H47 5.675 -1.291 2.380
H48 4.464 -1.849 0.312
H49 5.933 -2.717 -0.296
H50 5.450 -0.379 -0.920
O7 -3.847 -3.210 1.190
C19 -4.819 -2.214 1.578
C20 -4.392 -0.922 0.948
O8 -4.354 -0.937 -0.478
H51 -3.000 -2.822 1.100
H52 -5.796 -2.511 1.205
H53 -4.902 -2.159 2.654
H54 -3.365 -0.612 1.351
H55 -5.035 -0.103 1.190
H56 -3.875 -1.715 -0.781
O9 1.047 -0.134 -0.577
C21 1.002 -0.605 0.798
C22 0.601 -2.055 0.746
O10 -0.688 -2.259 0.226
H57 1.033 0.834 -0.472
H58 1.999 -0.534 1.341
H59 0.174 -0.073 1.292
H60 0.556 -2.425 1.807
H61 1.282 -2.681 0.189
H62 -0.724 -1.824 -0.612

As for the charge: 0. As for the energy relative to the best compared isomer or geometry (same formula, charge and spin): 148.99 kJ/mol. The calculation puts the HOMO-LUMO gap at 9.60 eV. The largest force on an atom is 3.70 eV/Å. As for the SMILES: COC[C@H](C)N.COC[C@H](C)N.COC[C@H](C)N.COC[C@H](C)N.OCCO.OCCO.OCCO. The multiplicity is 1.

Here are the Mulliken charges for atoms 1 to 4, given in e:
1. C -0.773
2. O -0.380
3. C 0.266
4. C 0.723

---

# 3
# C22H63F3O31P7SZn

A structure of composition C22H63F3O31P7SZn at a distorted geometry (ωB97M-V/def2-TZVPD, OMol25).

Positions of all 128 atoms, in Å:
Zn1 -3.080 1.365 -3.501
C1 1.505 1.533 1.153
F1 2.555 0.712 1.338
F2 1.205 2.261 2.209
F3 1.726 2.354 0.135
S1 -0.104 0.523 0.657
O1 -1.007 0.529 1.837
O2 -0.649 1.207 -0.518
O3 0.408 -0.818 0.309
C2 -1.902 7.178 -0.809
O4 -1.907 7.824 -2.019
P1 -1.712 6.902 -3.329
O5 -2.285 5.500 -3.243
O6 -0.097 7.073 -3.554
C3 0.354 8.367 -3.651
O7 -2.383 7.823 -4.493
C4 -2.202 7.343 -5.816
H1 -1.063 7.541 -0.215
H2 -1.562 6.146 -0.896
H3 -2.788 7.358 -0.200
H4 1.271 8.601 -3.109
H5 -0.348 8.978 -3.082
H6 0.608 8.689 -4.661
H7 -2.329 6.287 -6.054
H8 -1.166 7.612 -6.021
H9 -2.753 7.915 -6.561
C5 -4.130 -5.291 -5.586
O8 -4.613 -5.120 -4.288
P2 -4.038 -4.193 -3.090
O9 -3.704 -2.817 -3.556
O10 -2.725 -4.923 -2.478
C6 -2.569 -6.258 -2.533
O11 -5.080 -4.326 -1.888
C7 -5.802 -5.567 -1.759
H10 -3.813 -6.325 -5.725
H11 -3.197 -4.737 -5.693
H12 -4.729 -4.855 -6.385
H13 -2.206 -6.689 -1.600
H14 -1.704 -6.470 -3.162
H15 -3.453 -6.861 -2.742
H16 -6.874 -5.499 -1.578
H17 -5.531 -6.071 -0.831
H18 -5.678 -6.385 -2.468
C8 2.098 -1.355 -5.387
O12 2.421 -0.351 -6.302
P3 1.216 0.688 -6.773
O13 0.048 0.808 -5.865
O14 1.952 2.157 -6.779
C9 2.794 2.524 -5.710
O15 0.967 0.546 -8.369
C10 0.603 -0.751 -8.912
H19 2.345 -0.983 -4.393
H20 2.593 -2.261 -5.737
H21 1.030 -1.569 -5.421
H22 2.698 3.598 -5.550
H23 3.798 2.155 -5.919
H24 2.523 2.228 -4.697
H25 1.109 -1.644 -8.545
H26 0.675 -0.723 -9.999
H27 -0.476 -0.786 -8.763
C11 -1.456 3.621 7.418
O16 -1.048 4.193 8.699
P4 -1.546 5.764 9.087
O17 -1.693 6.597 7.854
O18 -2.929 5.577 9.980
C12 -4.090 5.250 9.225
O19 -0.456 6.247 10.164
C13 0.917 6.472 9.806
H28 -0.568 3.391 6.830
H29 -2.206 4.062 6.761
H30 -1.884 2.628 7.552
H31 -4.947 5.918 9.314
H32 -4.398 4.246 9.517
H33 -3.841 4.956 8.206
H34 1.556 6.035 10.574
H35 1.351 7.463 9.671
H36 1.069 5.906 8.887
C14 -6.825 2.521 1.191
O20 -7.870 1.932 0.529
P5 -7.754 1.391 -1.000
O21 -6.411 1.505 -1.729
O22 -8.477 -0.092 -0.984
C15 -9.074 -0.706 -2.018
O23 -8.871 2.331 -1.703
C16 -8.500 3.728 -1.871
H37 -5.888 2.465 0.636
H38 -6.797 2.018 2.158
H39 -7.170 3.549 1.295
H40 -8.430 -1.124 -2.793
H41 -9.720 -0.012 -2.554
H42 -9.757 -1.522 -1.781
H43 -8.413 3.925 -2.939
H44 -7.579 3.937 -1.327
H45 -9.265 4.473 -1.653
C17 11.159 0.846 5.459
O24 10.410 -0.342 5.819
P6 10.374 -1.682 4.903
O25 11.746 -2.261 4.718
O26 9.245 -2.683 5.573
C18 9.193 -4.040 5.144
O27 9.701 -1.244 3.493
C19 8.379 -0.678 3.432
H46 10.927 1.721 6.065
H47 11.104 1.017 4.384
H48 12.181 0.647 5.784
H49 10.182 -4.374 4.829
H50 8.494 -4.168 4.317
H51 8.850 -4.756 5.890
H52 7.571 -1.323 3.777
H53 8.097 -0.471 2.400
H54 8.253 0.172 4.102
C20 2.748 -9.328 2.642
O28 3.778 -9.602 1.722
P7 4.283 -8.578 0.521
O29 5.743 -8.779 0.143
O30 3.200 -8.819 -0.662
C21 2.819 -10.101 -1.018
O31 3.919 -7.066 1.001
C22 4.002 -5.871 0.231
H55 2.014 -8.819 2.017
H56 3.127 -8.607 3.367
H57 2.343 -10.242 3.075
H58 2.734 -10.225 -2.098
H59 1.856 -10.367 -0.582
H60 3.651 -10.800 -0.938
H61 4.966 -5.391 0.401
H62 3.229 -5.155 0.510
H63 3.850 -5.974 -0.843

As for the charge: +1. The calculation puts the HOMO-LUMO gap at 1.73 eV. The largest force on an atom is 5.14 eV/Å. The multiplicity is 1.

Here are the Mulliken charges for atoms 1 to 4, given in e:
1. Zn 1.220
2. C 0.644
3. F -0.189
4. F -0.192

---

# 4
# C22H63N3O11

A cluster of 8 separate species, C22H63N3O11 in total at a distorted geometry (ωB97M-V/def2-TZVPD, OMol25).

Positions of all 99 atoms, in Å:
C1 -13.696 -30.978 -8.158
O1 -13.499 -32.353 -7.886
C2 -14.731 -32.913 -7.478
C3 -15.809 -33.062 -8.622
N1 -16.553 -31.859 -8.489
C4 -17.576 -31.738 -7.415
C5 -18.972 -32.366 -7.809
O2 -19.703 -31.561 -8.747
C6 -20.266 -30.376 -8.237
H1 -12.721 -30.491 -8.150
H2 -14.185 -30.575 -7.271
H3 -14.144 -30.735 -9.121
H4 -15.135 -32.529 -6.542
H5 -14.417 -33.927 -7.230
H6 -16.445 -33.937 -8.491
H7 -15.279 -33.065 -9.574
H8 -17.001 -31.804 -9.393
H9 -17.703 -30.656 -7.375
H10 -17.292 -32.094 -6.424
H11 -19.470 -32.539 -6.855
H12 -18.806 -33.385 -8.160
H13 -21.166 -30.611 -7.668
H14 -20.614 -29.764 -9.069
H15 -19.671 -29.845 -7.494
C7 -18.322 -20.947 -11.607
O3 -18.279 -21.976 -10.521
C8 -19.168 -23.047 -10.750
C9 -18.718 -24.221 -9.909
N2 -19.086 -24.016 -8.523
C10 -18.829 -25.252 -7.689
C11 -17.308 -25.785 -7.760
O4 -16.886 -26.383 -9.036
C12 -17.531 -27.635 -9.231
H16 -17.621 -20.116 -11.530
H17 -19.284 -20.438 -11.664
H18 -18.199 -21.381 -12.600
H19 -19.130 -23.269 -11.817
H20 -20.233 -22.864 -10.607
H21 -17.630 -24.288 -9.905
H22 -19.100 -25.172 -10.280
H23 -19.820 -23.413 -8.180
H24 -19.529 -26.042 -7.959
H25 -18.916 -25.029 -6.626
H26 -16.942 -26.352 -6.904
H27 -16.662 -24.908 -7.728
H28 -18.578 -27.415 -9.439
H29 -17.510 -28.274 -8.348
H30 -17.219 -28.213 -10.101
C13 -14.684 -23.882 -11.261
O5 -14.489 -24.951 -12.130
C14 -14.939 -26.200 -11.625
C15 -14.634 -27.332 -12.574
N3 -15.578 -27.236 -13.648
C16 -15.262 -27.901 -14.992
C17 -14.114 -27.196 -15.730
O6 -12.941 -27.600 -14.975
C18 -11.787 -26.820 -15.095
H31 -13.948 -23.104 -11.459
H32 -14.662 -24.208 -10.221
H33 -15.668 -23.421 -11.346
H34 -15.942 -26.202 -11.199
H35 -14.345 -26.297 -10.717
H36 -14.498 -28.287 -12.067
H37 -13.695 -27.026 -13.035
H38 -15.458 -26.287 -13.972
H39 -16.085 -27.667 -15.667
H40 -15.205 -28.974 -14.806
H41 -14.239 -26.115 -15.668
H42 -13.939 -27.367 -16.793
H43 -11.890 -25.740 -14.994
H44 -11.176 -27.054 -15.967
H45 -11.085 -27.114 -14.314
C19 -12.539 -24.146 -6.072
O7 -12.319 -22.798 -6.204
H46 -11.717 -24.577 -5.502
H47 -13.429 -24.381 -5.487
H48 -12.511 -24.604 -7.061
H49 -13.008 -22.473 -6.789
C20 -11.416 -27.562 -5.091
O8 -12.361 -28.253 -5.982
H50 -10.844 -28.156 -4.378
H51 -10.712 -27.206 -5.842
H52 -11.799 -26.726 -4.505
H53 -12.617 -27.581 -6.617
C21 -11.338 -25.434 -10.825
O9 -10.127 -25.683 -10.173
H54 -11.342 -24.371 -11.067
H55 -11.388 -26.074 -11.705
H56 -12.129 -25.639 -10.103
H57 -10.282 -26.479 -9.659
C22 -16.520 -28.978 -5.468
O10 -17.944 -28.861 -5.530
H58 -16.177 -30.012 -5.488
H59 -16.038 -28.327 -6.198
H60 -16.104 -28.600 -4.534
H61 -18.178 -27.954 -5.320
O11 -13.612 -27.132 -8.148
H62 -13.464 -27.985 -8.558
H63 -14.561 -27.012 -8.182

As for the charge: +1. The calculation puts the HOMO-LUMO gap (spin up / spin down) at 7.28 / 2.60 eV. The expectation value of S² is 0.75. The largest force on an atom is 4.18 eV/Å. The multiplicity is 2.

Here are the Mulliken charges for atoms 1 to 4, given in e:
1. C -0.474
2. O -0.465
3. C -0.554
4. C -0.690

---

- Number 3 is which compound?
  C22H63F3O31P7SZn